A cluster of 8 separate species, C38H73FN18O10 in total at a distorted geometry, computed with the ωB97M-V functional and the def2-TZVPD basis.

The value obtained for the LUMO energy is 0.350 eV. As for the SMILES: [H]/N=C(/C)C[C@H]1C[C@@](c2ccccn2)([C@H](C)F)[C@H](C(=O)[O-])[N@+](C)(Cc2ccc(C)cc2)[C@]1(CN)CCCCOC.NC(N)=O.NC(N)=O.NC(N)=O.NC(N)=O.NC(N)=O.NC(N)=O.NC(N)=O. The calculation puts the total energy at -90597.156 eV.

Each atom is followed by the atoms it is bonded to, with distances in Å.
Atoms and positions in Å:
1 C -5.25 -1.84 -7.69  N37 1.356, O71 1.222, N72 1.355
2 O 5.42 -4.96 3.15  C93 1.222
3 C -8.05 -0.07 -4.84  C4 1.596, H13 1.155, H61 1.155, H137 1.142
4 C -6.83 0.30 -3.88  C3 1.596, C12 1.555, C49 1.543
5 H -6.09 4.40 -2.47  N33 1.004
6 C -2.30 -5.45 2.39  N59 1.352, O125 1.225, N127 1.355
7 C 0.77 2.54 1.70  C70 1.539, N77 1.429, C103 1.650
8 C -1.15 2.37 -0.05  H57 1.163, C103 1.583, C123 1.620, N138 1.528
9 H -3.31 1.40 -4.10  C81 1.132
10 N 6.54 3.91 5.04  H28 1.004, H64 1.007, C104 1.355
11 H 1.18 -0.33 -1.99  C48 1.162
12 C -6.89 0.28 -2.33  C4 1.555, H98 1.140, C109 1.547
13 H -7.62 -0.74 -5.67  C3 1.155
14 H 3.96 -0.40 -3.63  C122 1.152
15 O 2.59 -3.95 0.64  C92 1.460, C99 1.480
16 H 8.72 0.71 5.55  N66 1.008
17 H -1.66 -8.97 6.75  N76 1.007
18 H -7.02 -0.89 -7.95  N37 1.007
19 H 1.87 0.38 4.60  C105 1.135
20 N -6.67 5.98 -4.33  H74 1.004, C80 1.357, H120 1.007
21 C 1.01 3.89 3.59  N77 1.394, H89 1.155, C96 1.515
22 H -0.08 -2.25 1.52  C34 1.142
23 H -1.16 -2.90 -0.90  C35 1.158
24 N 6.72 -3.12 3.40  H67 1.007, C93 1.358, H97 1.004
25 N 10.96 2.92 6.09  H116 1.007, H139 1.004, C140 1.357
26 C -1.38 -0.46 -2.90  H32 1.157, H53 1.163, C63 1.592, N69 1.477
27 H -3.71 -3.15 -7.57  N72 1.007
28 H 6.79 4.86 4.82  N10 1.004
29 H -5.37 0.80 -5.67  C49 1.150
30 H -1.91 -0.94 0.01  C136 1.159
31 H -3.39 0.60 -0.13  C108 1.159
32 H -1.58 0.17 -3.85  C26 1.157
33 N -6.16 3.97 -3.37  H5 1.004, H50 1.011, C80 1.355
34 C 0.44 -2.72 0.63  H22 1.142, C35 1.636, H46 1.157, C99 1.607
35 C -0.27 -2.17 -0.74  H23 1.158, C34 1.636, H60 1.137, C136 1.592
36 H 0.69 0.62 -4.26  C82 1.149
37 N -6.56 -1.78 -8.03  C1 1.356, H18 1.007, H119 1.004
38 H 4.16 -3.26 -0.58  C92 1.158
39 F 1.51 3.89 -1.84  C54 1.478
40 H -0.69 -8.73 8.16  N76 1.004
41 C 1.35 1.44 -0.67  H47 1.161, C48 1.602, C103 1.641, H124 1.158
42 H 0.64 2.34 -3.61  C82 1.139
43 C 0.17 5.26 -0.41  C54 1.594, H68 1.152, H87 1.153, H101 1.151
44 H -2.99 -3.60 2.82  N127 1.007
45 O -1.95 0.89 1.94  C123 1.272
46 H 0.19 -3.85 0.67  C34 1.157
47 H 1.60 0.55 0.03  C41 1.161
48 C 0.66 0.71 -1.93  H11 1.162, C41 1.602, C63 1.638, C82 1.595
49 C -5.49 0.72 -4.53  C4 1.543, H29 1.150, C81 1.596
50 H -5.99 2.98 -3.46  N33 1.011
51 H -0.91 -6.28 3.71  N59 1.007
52 H -1.85 -4.18 3.98  N127 1.004
53 H -0.45 -1.08 -3.22  C26 1.163
54 C 1.06 3.93 -0.43  F39 1.478, C43 1.594, C103 1.614, H121 1.156
55 H 1.18 0.24 2.00  C70 1.149
56 H -1.37 -7.24 2.34  N59 1.006
57 H -1.66 3.40 -0.20  C8 1.163
58 H 4.63 0.99 -2.65  C122 1.156
59 N -1.45 -6.39 2.87  C6 1.352, H51 1.007, H56 1.006
60 H 0.39 -2.28 -1.66  C35 1.137
61 H -8.79 -0.75 -4.25  C3 1.155
62 O -2.28 3.08 2.20  C123 1.409
63 C -0.91 0.36 -1.61  C26 1.592, C48 1.638, C136 1.628, N138 1.517
64 H 7.11 3.40 5.70  N10 1.007
65 O 9.65 2.61 4.27  C140 1.221
66 N 9.44 1.21 6.04  H16 1.008, H86 1.004, C140 1.356
67 H 7.28 -3.61 4.08  N24 1.007
68 H -0.31 5.47 -1.44  C43 1.152
69 N -2.48 -1.43 -2.78  C26 1.477, H94 1.023, H117 1.027
70 C 1.17 1.28 2.48  C7 1.539, H55 1.149, C105 1.560
71 O -4.62 -0.86 -7.32  C1 1.222
72 N -4.69 -3.07 -7.81  C1 1.355, H27 1.007, H133 1.004
73 H -5.83 0.60 -0.31  C109 1.155
74 H -6.60 6.45 -3.45  N20 1.004
75 N 0.56 -6.74 7.28  H79 1.004, H91 1.007, C131 1.355
76 N -0.95 -8.45 7.23  H17 1.007, H40 1.004, C131 1.354
77 N 0.66 3.86 2.24  C7 1.429, C21 1.394
78 H -1.54 2.24 -3.38  C126 1.133
79 H 0.85 -6.98 8.21  N75 1.004
80 C -6.46 4.65 -4.50  N20 1.357, N33 1.355, O110 1.222
81 C -4.26 1.08 -3.58  H9 1.132, C49 1.596, C88 1.526
82 C 1.01 1.28 -3.37  H36 1.149, H42 1.139, C48 1.595, C135 1.636
83 H 2.37 2.90 -4.72  N100 1.037
84 H 3.84 -5.07 -0.64  C92 1.141
85 H 4.18 -3.58 1.50  N106 1.016
86 H 9.71 0.91 6.96  N66 1.004
87 H 0.85 6.16 -0.19  C43 1.153
88 C -4.25 1.05 -2.05  C81 1.526, C108 1.566, C109 1.596
89 H 0.94 4.93 4.09  C21 1.155
90 H -0.27 -0.35 0.51  C136 1.152
91 H 1.00 -5.95 6.82  N75 1.007
92 C 3.32 -4.06 -0.62  O15 1.460, H38 1.158, H84 1.141, H118 1.145
93 C 5.68 -3.81 2.85  O2 1.222, N24 1.358, N106 1.355
94 H -3.01 -1.39 -1.91  N69 1.023
95 H 3.29 -0.10 -1.87  C122 1.146
96 C 1.46 2.74 4.47  C21 1.515, H102 1.143, C105 1.538
97 H 6.95 -2.17 3.17  N24 1.004
98 H -7.88 0.01 -1.83  C12 1.140
99 C 2.04 -2.57 0.62  O15 1.480, C34 1.607, H112 1.160, H113 1.143
100 N 3.14 2.32 -4.33  H83 1.037, C135 1.326
101 H -0.62 5.23 0.42  C43 1.151
102 H 1.74 2.96 5.56  C96 1.143
103 C 0.41 2.55 0.09  C7 1.650, C8 1.583, C41 1.641, C54 1.614
104 C 5.49 3.26 4.50  N10 1.355, N132 1.356, O134 1.223
105 C 1.55 1.29 3.99  H19 1.135, C70 1.560, C96 1.538
106 N 4.97 -3.11 1.94  H85 1.016, C93 1.355, H115 1.004
107 H 3.96 3.54 3.19  N132 1.008
108 C -3.17 1.38 -0.96  H31 1.159, C88 1.566, H129 1.164, N138 1.490
109 C -5.67 0.65 -1.45  C12 1.547, H73 1.155, C88 1.596
110 O -6.54 4.11 -5.60  C80 1.222
111 H 4.97 4.94 3.37  N132 1.004
112 H 2.33 -2.14 1.66  C99 1.160
113 H 2.45 -1.95 -0.24  C99 1.143
114 H -0.90 3.44 -2.21  C126 1.148
115 H 5.17 -2.16 1.68  N106 1.004
116 H 11.40 3.71 5.64  N25 1.007
117 H -3.09 -1.43 -3.60  N69 1.027
118 H 2.62 -3.91 -1.51  C92 1.145
119 H -7.10 -2.57 -8.34  N37 1.004
120 H -6.89 6.52 -5.15  N20 1.007
121 H 2.04 4.18 0.13  C54 1.156
122 C 3.67 0.39 -2.84  H14 1.152, H58 1.156, H95 1.146, C135 1.596
123 C -1.79 2.03 1.40  C8 1.620, O45 1.272, O62 1.409
124 H 2.41 1.84 -0.88  C41 1.158
125 O -2.94 -5.60 1.36  C6 1.225
126 C -1.72 2.65 -2.34  H78 1.133, H114 1.148, H128 1.157, N138 1.535
127 N -2.37 -4.32 3.14  C6 1.355, H44 1.007, H52 1.004
128 H -2.69 3.28 -2.32  C126 1.157
129 H -3.56 2.39 -0.54  C108 1.164
130 O -0.72 -7.08 5.45  C131 1.223
131 C -0.39 -7.40 6.58  N75 1.355, N76 1.354, O130 1.223
132 N 4.76 3.99 3.62  C104 1.356, H107 1.008, H111 1.004
133 H -5.19 -3.88 -8.12  N72 1.004
134 O 5.21 2.10 4.78  C104 1.223
135 C 2.63 1.38 -3.54  C82 1.636, N100 1.326, C122 1.596
136 C -0.85 -0.73 -0.41  H30 1.159, C35 1.592, C63 1.628, H90 1.152
137 H -8.55 0.86 -5.27  C3 1.142
138 N -1.72 1.59 -1.24  C8 1.528, C63 1.517, C108 1.490, C126 1.535
139 H 11.26 2.65 7.01  N25 1.004
140 C 10.00 2.27 5.39  N25 1.357, O65 1.221, N66 1.356